Record 1
Molecular formula: C18H36B3F3O13
Method: DFT, ωB97M-V/def2-TZVPD

## Properties
Structure (SMILES) ... CCCCCCB1OBOB(C[C@@H](O)C(F)(F)F)O1.COC(=O)OC.COC(=O)OC.COC(=O)OC
Highest occupied orbital energy ... -10.720 eV
Total energy ... -56057.1320 eV
Net charge ... 0
Orbital gap ... 10.94 eV
Multiplicity ... 1

Geometry as XYZ:
```
73
C18H36B3F3O13 (ωB97M-V/def2-TZVPD)
C -0.7024 5.6478 3.6781
C -0.5705 5.4791 2.1463
C -1.1136 4.1358 1.5972
C -0.1158 3.4147 0.6801
C -0.5328 1.9596 0.3999
C -0.0545 0.9700 1.4941
B 1.1377 0.0696 1.0572
O 2.2989 0.5793 0.4867
B 3.4927 -0.0334 0.8172
O 3.5008 -1.2977 1.3720
B 2.2935 -1.8342 1.8124
C 2.2983 -2.9604 2.8998
C 0.9632 -3.7035 2.9701
O 0.5374 -4.1524 1.7027
C 1.0190 -4.9317 3.9134
F 0.2956 -4.6983 5.0309
F 2.2639 -5.2223 4.3314
F 0.5315 -6.0398 3.3596
O 1.1190 -1.3161 1.2838
H 0.2099 6.0618 4.1191
H -1.5176 6.3296 3.9346
H -0.9130 4.6946 4.1721
H 0.4829 5.5798 1.8634
H -1.1165 6.3006 1.6711
H -1.3992 3.4762 2.4242
H -2.0016 4.3439 0.9892
H -0.0902 3.9481 -0.2795
H 0.8992 3.4483 1.0950
H -0.1833 1.6613 -0.5949
H -1.6290 1.9277 0.3755
H 0.2610 1.5288 2.3872
H -0.8700 0.3115 1.8111
H 4.5172 0.5444 0.6508
H 3.1243 -3.6435 2.6785
H 2.5160 -2.4852 3.8666
H 0.2179 -3.0427 3.4319
H 0.2495 -3.3822 1.2011
C 6.1247 -10.8769 3.0088
O 4.7005 -10.8265 3.1158
C 4.2154 -9.6125 3.3811
O 4.8712 -8.6145 3.5273
O 2.8919 -9.6981 3.4544
C 2.2348 -8.4538 3.7359
H 6.3675 -11.9132 2.7941
H 6.4719 -10.2368 2.2000
H 6.5911 -10.5699 3.9429
H 2.4479 -7.7315 2.9529
H 2.5587 -8.0649 4.6992
H 1.1727 -8.6733 3.7581
C -0.0627 2.3619 -4.0258
O -0.2083 3.4797 -4.9093
C -0.6957 4.5740 -4.3273
O -1.0071 4.6741 -3.1704
O -0.7806 5.5341 -5.2456
C -1.3021 6.7748 -4.7545
H 0.3429 1.5585 -4.6331
H 0.6250 2.6010 -3.2168
H -1.0287 2.0698 -3.6174
H -0.6645 7.1713 -3.9672
H -2.3142 6.6410 -4.3766
H -1.3085 7.4479 -5.6059
C -3.1703 3.4171 -6.2940
O -4.1164 2.5081 -5.7220
C -5.3031 3.0510 -5.4611
O -5.6144 4.1953 -5.6614
O -6.0875 2.1106 -4.9377
C -7.4035 2.5622 -4.6059
H -2.2553 2.8553 -6.4467
H -3.5295 3.7956 -7.2492
H -2.9850 4.2468 -5.6178
H -7.9215 2.9184 -5.4940
H -7.3599 3.3571 -3.8640
H -7.9168 1.6977 -4.1964
```

Atom charges from the Mulliken analysis, given in e for atoms 1 to 4:
1. C -1.087
2. C -0.392
3. C -0.630
4. C -0.785

=====

Record 2
Molecular formula: C18H36Br14FNO4S
Method: DFT, ωB97M-V/def2-TZVPD

## Properties
Structure (SMILES) ... CC(=O)OCN(C)S(=O)(=O)F.BrCCBr.BrCCBr.BrCCBr.BrCCBr.BrCCBr.BrCCBr.BrCCBr
Highest occupied orbital energy ... -9.556 eV
Total energy ... -1023072.4313 eV
Net charge ... 0
Orbital gap ... 8.77 eV
Multiplicity ... 1

Geometry as XYZ:
```
75
C18H36Br14FNO4S (ωB97M-V/def2-TZVPD)
C 3.1825 -2.1122 -2.6028
C 2.1833 -0.9251 -2.0075
O 2.5698 -0.1237 -0.9761
O 0.8006 -0.7088 -2.5498
C -0.0654 -1.1487 -1.4329
N -1.4192 -1.6750 -1.8547
C -1.9552 -0.9996 -3.0977
S -1.4716 -3.4186 -1.9574
O -1.1712 -3.9993 -3.3624
O -2.9381 -3.8585 -1.5738
F -0.4429 -4.2307 -0.8299
H 2.6477 -3.1622 -2.4416
H 3.3830 -1.8929 -3.7568
H 4.1793 -2.0843 -1.9604
H 0.5732 -1.8813 -0.7808
H -0.2650 -0.1918 -0.7486
H -3.1236 -1.1663 -3.2075
H -1.4255 -1.3049 -4.0964
H -1.8160 0.1745 -2.9343
Br 6.7832 -2.2038 -0.8629
C 6.9726 -1.7243 1.0183
C 5.6517 -1.2859 1.6063
Br 5.2003 0.5295 1.0518
H 7.7500 -0.9576 1.0757
H 7.3294 -2.6349 1.5086
H 5.7107 -1.2426 2.6974
H 4.8136 -1.9257 1.3174
Br -3.0402 1.4218 0.6583
C -4.3381 0.0388 1.1140
C -3.7962 -0.8912 2.1743
Br -2.5167 -2.1549 1.4174
H -4.6026 -0.4701 0.1831
H -5.2116 0.5815 1.4874
H -4.5961 -1.5115 2.5884
H -3.2869 -0.3709 2.9898
Br -6.9641 -2.8582 2.7459
C -7.9256 -2.5449 1.0778
C -7.3932 -3.4205 -0.0325
Br -5.7026 -2.7340 -0.7234
H -7.8509 -1.4756 0.8621
H -8.9674 -2.7947 1.2996
H -8.0733 -3.4132 -0.8890
H -7.2160 -4.4541 0.2761
Br -1.8137 2.3505 -2.9400
C -2.4379 4.1978 -2.8855
C -3.8125 4.2921 -2.2654
Br -5.1934 3.7227 -3.5207
H -2.3956 4.5795 -3.9092
H -1.7020 4.7280 -2.2737
H -4.0573 5.3308 -2.0266
H -3.9265 3.6807 -1.3663
Br -1.6274 4.3662 -6.1992
C -0.7442 5.9605 -6.8940
C 0.0394 6.6665 -5.8121
Br -1.1408 7.6739 -4.6292
H -1.5202 6.5841 -7.3460
H -0.0748 5.5951 -7.6784
H 0.7099 7.4133 -6.2466
H 0.6192 5.9871 -5.1818
Br 4.8394 -4.4380 3.1578
C 5.0288 -3.9586 5.0391
C 3.7079 -3.5201 5.6270
Br 3.2565 -1.7047 5.0726
H 5.8062 -3.1918 5.0965
H 5.3856 -4.8692 5.5294
H 3.7669 -3.4769 6.7182
H 2.8698 -4.1600 5.3381
Br 4.5801 2.5284 7.8094
C 3.6187 2.8416 6.1414
C 4.1510 1.9661 5.0310
Br 5.8417 2.6525 4.3402
H 3.6934 3.9109 5.9257
H 2.5769 2.5918 6.3632
H 3.4710 1.9733 4.1746
H 4.3283 0.9324 5.3397
```

Atom charges from the Mulliken analysis, given in e for atoms 1 to 4:
1. C -0.341
2. C 0.475
3. O -0.447
4. O -0.290

=====

Record 3
Molecular formula: C18H36Br18
Method: DFT, ωB97M-V/def2-TZVPD

## Properties
Structure (SMILES) ... BrCCBr.BrCCBr.BrCCBr.BrCCBr.BrCCBr.BrCCBr.BrCCBr.BrCCBr.BrCCBr
Highest occupied orbital energy ... -9.958 eV
Total energy ... -1280014.8657 eV
Net charge ... 0
Orbital gap ... 9.82 eV
Multiplicity ... 1

Geometry as XYZ:
```
72
C18H36Br18 (ωB97M-V/def2-TZVPD)
Br 7.0247 -2.7869 -3.0163
C 5.7210 -3.3195 -1.5314
C 4.4137 -2.5573 -1.5876
Br 3.3720 -2.8428 0.1431
H 6.1987 -3.1725 -0.5627
H 5.5724 -4.3973 -1.5980
H 3.7874 -2.8978 -2.4121
H 4.5772 -1.4958 -1.7738
Br 2.6127 -5.1043 -4.2809
C 1.5859 -4.9605 -2.5875
C 0.6438 -3.7517 -2.6226
Br -0.9106 -4.2775 -3.6987
H 2.2930 -4.8287 -1.7686
H 0.8987 -5.7900 -2.4204
H 1.1603 -2.8701 -3.0022
H 0.3103 -3.4718 -1.6234
Br -3.2440 7.3705 -0.2922
C -2.3556 5.7137 0.0281
C -2.7604 4.5999 -0.9218
Br -1.9873 2.8177 -0.3846
H -2.4703 5.5030 1.0913
H -1.3426 6.0348 -0.2146
H -2.4082 4.7654 -1.9399
H -3.8467 4.5203 -0.9635
Br 2.6559 1.8545 3.3878
C 3.5556 0.4959 2.3366
C 5.0668 0.3501 2.7034
Br 6.1958 -0.3740 1.2141
H 3.4007 0.7040 1.2779
H 2.9775 -0.4254 2.4092
H 5.1554 -0.2632 3.6001
H 5.4736 1.3276 2.9622
Br -3.3347 -2.0560 -2.3437
C -4.7335 -0.5914 -2.4075
C -4.2833 0.4668 -1.4275
Br -5.8254 1.6474 -1.0264
H -5.7112 -1.0212 -2.1895
H -4.7301 -0.2567 -3.4448
H -3.4828 1.1001 -1.8099
H -4.0191 -0.0627 -0.5121
Br -0.3534 -0.4123 6.4720
C 0.5037 -1.1329 4.8053
C 1.0010 -2.5847 4.9627
Br 2.0555 -3.1706 3.3492
H 1.4718 -0.6380 4.7289
H -0.1981 -1.0315 3.9775
H 0.1568 -3.2630 5.0868
H 1.6284 -2.8500 5.8136
Br -0.6215 -0.2549 -3.8106
C -1.0336 1.6869 -3.5941
C -0.7643 2.4210 -4.9174
Br -0.8076 4.4143 -4.7138
H -0.3670 2.1919 -2.8950
H -2.0587 1.7426 -3.2278
H -1.4565 2.0475 -5.6720
H 0.2268 2.2192 -5.3238
Br -5.0574 0.0255 3.1214
C -4.1929 1.8631 3.1284
C -2.8430 1.7272 3.8181
Br -1.7737 3.3719 3.6524
H -4.8555 2.6271 3.5350
H -4.1018 2.2248 2.1042
H -2.3479 0.9306 3.2627
H -2.9462 1.5801 4.8932
Br 2.2551 0.2148 -1.1212
C 0.2539 -0.0960 -0.6683
C 0.0750 -0.1735 0.8586
Br -1.8022 -0.8339 1.2623
H 0.0378 -1.0588 -1.1312
H -0.3609 0.6975 -1.0931
H 0.3644 0.7855 1.2883
H 0.7046 -0.9684 1.2584
```

Atom charges from the Mulliken analysis, given in e for atoms 1 to 4:
1. Br -0.190
2. C -0.718
3. C -0.600
4. Br -0.099

=====

Record 4
Molecular formula: C18H36BrIrN2O8Si
Method: DFT, ωB97M-V/def2-TZVPD

## Properties
Highest occupied orbital energy ... -9.298 eV
Total energy ... -119368.8043 eV
Net charge ... 0
Orbital gap ... 9.34 eV
Multiplicity ... 1

Geometry as XYZ:
```
67
C18H36BrIrN2O8Si (ωB97M-V/def2-TZVPD)
Ir 1.2117 1.5717 1.4011
O -0.5105 2.9286 1.4969
C -0.0650 3.8926 2.4958
C 1.3492 4.3543 2.1697
N 2.2279 3.1584 2.1981
C 2.5778 2.7983 3.6202
C 1.9129 1.5173 4.1152
O 2.2350 1.0216 5.1614
O 0.9366 1.1159 3.3385
C 3.4786 3.1824 1.3996
C 3.9902 1.7270 1.3166
O 5.1701 1.4958 1.2732
O 3.0501 0.8003 1.3049
H -0.3780 3.3565 0.6292
H -0.1005 3.3424 3.4330
H -0.7638 4.7268 2.5425
H 1.6863 5.1147 2.8776
H 1.3896 4.7783 1.1730
H 2.2541 3.6055 4.2776
H 3.6579 2.7203 3.7241
H 4.2439 3.8050 1.8630
H 3.2535 3.5677 0.4074
O 0.9636 3.8689 -0.7634
N 1.3137 2.8342 -1.3504
O 1.5201 2.7678 -2.5335
O 1.3340 1.7237 -0.6717
C -3.0223 -0.7434 -2.4289
C -2.3250 -0.3726 -1.1070
C -3.3737 -0.4141 0.0123
C -1.8229 1.0747 -1.1999
Si -0.8988 -1.5952 -0.7770
Br 0.2906 -0.7501 1.0579
C -1.4439 -3.2631 0.0154
C -0.2444 -4.2136 0.1639
C -2.5000 -3.9407 -0.8777
C -2.0632 -3.1223 1.4175
C 0.3630 -1.7748 -2.2036
C 0.5229 -0.4975 -3.0407
C -0.1048 -2.8878 -3.1615
C 1.7643 -2.1188 -1.6682
H -3.8834 -0.0821 -2.5691
H -3.3975 -1.7678 -2.4332
H -2.3733 -0.6182 -3.2947
H -4.0999 0.3869 -0.1590
H -2.9336 -0.2565 0.9992
H -3.9262 -1.3533 0.0252
H -2.6730 1.7226 -1.4388
H -1.0645 1.2217 -1.9657
H -1.4185 1.4036 -0.2418
H 0.2310 -4.4583 -0.7838
H -0.5978 -5.1514 0.6035
H 0.5180 -3.8079 0.8318
H -2.1559 -4.1163 -1.8967
H -3.4241 -3.3630 -0.9243
H -2.7509 -4.9143 -0.4450
H -1.4192 -2.5987 2.1221
H -2.2264 -4.1288 1.8154
H -3.0280 -2.6215 1.4041
H -0.3897 -0.2112 -3.5630
H 1.2823 -0.6893 -3.8055
H 0.8741 0.3431 -2.4475
H -1.1042 -2.7011 -3.5618
H -0.1006 -3.8767 -2.7060
H 0.5830 -2.9192 -4.0118
H 2.2195 -1.2580 -1.1768
H 2.4010 -2.3927 -2.5152
H 1.7769 -2.9482 -0.9636
```

Atom charges from the Mulliken analysis, given in e for atoms 1 to 4:
1. Ir 2.226
2. O -0.673
3. C -0.717
4. C -0.756

=====

Record 5
Molecular formula: C18H36ClNaO22
Method: DFT, ωB97M-V/def2-TZVPD

## Properties
Highest occupied orbital energy ... -7.962 eV
Total energy ... -81221.0554 eV
Net charge ... 0
Orbital gap ... 5.05 eV
Multiplicity ... 1

Geometry as XYZ:
```
78
C18H36ClNaO22 (ωB97M-V/def2-TZVPD)
Na -13.9070 1.8005 -9.3157
Cl -8.7089 -0.8267 -9.1744
O -9.4048 -1.8732 -9.9135
O -7.8337 -0.2131 -10.0899
O -9.5756 0.1782 -8.5993
O -7.8651 -1.3382 -8.0802
C -9.5166 5.7490 -9.6945
O -9.9929 6.3234 -8.4376
C -11.2569 6.3159 -8.0542
O -12.2198 5.6212 -8.5019
O -11.4243 7.1332 -7.0250
C -12.6449 7.3241 -6.3751
H -10.2256 4.9821 -10.0066
H -8.5151 5.3314 -9.5912
H -9.4383 6.4714 -10.5070
H -13.3788 7.3631 -7.1800
H -12.7616 8.2889 -5.8816
H -12.8739 6.5319 -5.6624
C -8.6581 -5.0571 -0.5802
O -9.4149 -5.0666 -1.7652
C -10.0824 -4.0142 -2.1447
O -10.2402 -2.9809 -1.4636
O -10.7824 -4.3264 -3.2348
C -11.6231 -3.5138 -3.9873
H -7.8958 -5.8199 -0.7387
H -9.1884 -5.2991 0.3408
H -8.0510 -4.1645 -0.4290
H -12.4014 -3.2591 -3.2679
H -11.9001 -4.0523 -4.8936
H -11.0826 -2.6150 -4.2844
C -13.4305 4.0221 -17.3221
O -14.0206 3.4358 -16.1502
C -13.1631 2.8443 -15.2812
O -13.3393 2.6455 -14.0585
O -12.1091 2.2713 -15.9880
C -11.0030 1.6207 -15.4261
H -14.2250 4.4838 -17.9084
H -12.9389 3.2998 -17.9739
H -12.7225 4.8234 -17.1108
H -10.1172 1.9222 -15.9851
H -11.1388 0.5394 -15.4011
H -10.9122 1.9656 -14.3961
C -7.2676 6.8296 -2.9275
O -6.8560 5.5249 -3.2260
C -5.5102 5.2315 -3.4859
O -4.6172 6.0526 -3.5458
O -5.3213 4.0146 -3.8849
C -6.3510 3.0225 -3.9913
H -8.2250 7.1151 -3.3633
H -6.6317 7.6677 -3.2127
H -7.2586 7.0680 -1.8639
H -5.9447 2.0185 -3.8686
H -6.8940 3.1551 -4.9270
H -7.0615 3.0991 -3.1683
C -3.1040 -3.7705 -2.9460
O -2.2093 -4.7002 -2.3249
C -1.9745 -4.7138 -0.9753
O -2.4606 -3.9217 -0.1299
O -1.0840 -5.7075 -0.7255
C -0.6460 -6.0183 0.5734
H -4.1161 -3.7749 -2.5414
H -3.2797 -4.0325 -3.9893
H -2.6589 -2.8016 -2.7194
H 0.1203 -6.7911 0.5120
H -1.5399 -6.3317 1.1127
H -0.2782 -5.1238 1.0759
C -11.7801 -8.7640 -10.2394
O -11.5120 -9.6563 -11.3520
C -12.1968 -10.6889 -11.6309
O -13.0816 -11.2640 -10.9833
O -11.9755 -11.1001 -12.9546
C -12.8626 -12.0953 -13.4832
H -12.8503 -8.6296 -10.0823
H -11.2936 -7.8273 -10.5114
H -11.2065 -9.0526 -9.3586
H -12.3655 -12.8502 -14.0923
H -13.5562 -11.6061 -14.1671
H -13.4554 -12.5711 -12.7020
```

Atom charges from the Mulliken analysis, given in e for atoms 1 to 4:
1. Na 0.993
2. Cl 1.586
3. O -0.643
4. O -0.633

=====

Record 6
Molecular formula: C18H36F8N6O18PbS8
Method: DFT, ωB97M-V/def2-TZVPD

## Properties
Highest occupied orbital energy ... -10.065 eV
Total energy ... -178693.5488 eV
Net charge ... 0
Orbital gap ... 5.14 eV
Multiplicity ... 1

Geometry as XYZ:
```
95
C18H36F8N6O18PbS8 (ωB97M-V/def2-TZVPD)
Pb -0.6477 1.3092 0.0415
C 2.6584 -2.2722 -6.3245
C 2.0926 -0.8554 -6.6986
C 0.8424 -0.5246 -5.8823
C 1.0879 -0.1260 -4.4619
C 1.9612 1.1483 -4.3994
C 3.3391 1.0936 -5.1777
N 3.1593 0.3179 -6.5552
O 4.2035 0.4949 -7.4926
C 4.2736 0.3507 -4.1803
C 3.8741 2.5195 -5.4546
C 1.5809 -0.8614 -8.1656
H 3.5375 -2.5896 -6.8853
H 1.9290 -3.0644 -6.4934
H 2.7284 -2.2652 -5.2368
H 0.0287 -1.2108 -6.1172
H 0.3684 0.3239 -6.3756
H 1.6675 -0.8084 -3.8401
H 0.1239 0.1859 -4.0600
H 2.3446 1.3988 -3.4103
H 1.4321 2.0684 -4.6474
H 4.4865 0.9697 -3.3087
H 5.2687 0.2695 -4.6175
H 3.8629 -0.6053 -3.8558
H 3.8238 3.0343 -4.4951
H 3.3204 2.9957 -6.2637
H 4.9007 2.5968 -5.8125
H 0.8838 -1.6829 -8.3309
H 2.4470 -0.9663 -8.8190
H 1.0442 0.0676 -8.3580
C -1.7468 -3.9849 4.3004
C -2.1105 -2.4820 4.2859
C -3.4148 -2.2770 5.1528
C -3.3041 -2.6186 6.6830
C -1.9062 -2.4015 7.3031
C -0.9300 -1.3531 6.5204
N -1.0122 -1.6056 4.9718
O -0.1955 -0.8789 4.2334
C 0.5916 -1.5541 7.0229
C -1.4991 0.0338 6.8072
C -2.4621 -1.9667 2.8886
H -0.8737 -4.2580 3.7078
H -2.7013 -4.4273 4.0154
H -1.5583 -4.2554 5.3394
H -4.2944 -2.8702 4.9027
H -3.9814 -1.3910 4.8665
H -3.6389 -3.6222 6.9452
H -4.0522 -2.1133 7.2939
H -1.4470 -3.3890 7.2563
H -1.9069 -2.1861 8.3716
H 0.8467 -1.2873 8.0485
H 1.1667 -0.7563 6.5530
H 0.8720 -2.5708 6.7473
H -0.9725 0.9049 6.4173
H -1.4170 0.2839 7.8650
H -2.5668 0.2175 6.6881
H -3.4641 -2.2093 2.5349
H -1.7473 -2.4485 2.2215
H -2.3719 -0.8811 2.9262
N 1.3949 2.3817 0.7170
S 2.0589 2.7622 2.2316
O 1.5256 3.9148 2.9294
O 3.5377 2.5001 2.5043
F 1.3049 1.6451 3.0927
S 2.5672 3.0190 0.0490
O 3.6314 2.0686 -0.2682
O 2.8090 4.4478 0.1518
F 1.7878 2.9822 -1.3107
N -2.2697 1.3367 1.8818
S -3.9062 1.2713 1.3992
O -4.7374 2.4652 1.0920
O -4.7681 0.1695 1.9076
F -3.6312 0.7188 -0.0672
S -2.6464 2.0317 3.1623
O -3.3276 1.2815 4.2283
O -2.9192 3.4919 3.1122
F -1.1481 2.1271 3.7793
N -1.5228 2.8357 -1.6155
S -2.3326 2.5714 -3.0911
O -1.5289 2.5151 -4.3091
O -3.7425 2.9566 -3.1912
F -2.5099 1.0186 -2.7463
S -1.3425 4.2697 -2.0663
O -2.4662 5.2293 -1.8778
O -0.4125 4.6351 -3.1600
F -0.4597 4.6326 -0.7649
N 0.0447 -0.9723 -0.1059
S 1.4412 -1.4102 0.0511
O 2.4012 -0.7357 -0.8055
O 1.7927 -2.7555 0.4599
F 1.7008 -0.6408 1.4581
S -0.4303 -2.2812 -1.1769
O -1.1876 -3.4365 -0.6905
O 0.4145 -2.5307 -2.3422
F -1.6489 -1.4804 -1.8099
```

Atom charges from the Mulliken analysis, given in e for atoms 1 to 4:
1. Pb 2.710
2. C -1.442
3. C 1.392
4. C -1.714